(1)
A molecular structure, C10H30AgBBr2O5PdS3 in a non-equilibrium geometry. Source: the Open Molecules 2025 dataset; level of theory: ωB97M-V with the def2-TZVPD basis set.

Geometry (Å):
1 Ag 23.11915 9.11005 20.80290
2 Pd 21.41740 11.72608 18.36002
3 Br 25.85645 9.58274 16.72007
4 Br 27.41239 12.32272 18.26422
5 S 23.07733 13.57073 15.66495
6 S 19.87420 10.17792 15.73968
7 S 19.34791 11.21504 20.88080
8 O 20.17663 11.46566 16.55499
9 O 19.58116 11.40800 19.38351
10 O 22.81924 11.52019 20.14554
11 O 22.72672 12.50481 16.63160
12 O 21.50213 13.88199 18.94107
13 C 24.75403 13.05467 14.98561
14 C 18.14568 9.88879 20.85973
15 C 18.59402 10.45727 14.43949
16 C 22.63023 12.62013 20.92393
17 C 22.28562 13.97598 20.09738
18 C 21.22415 10.29208 14.54841
19 C 25.63225 11.62344 18.76933
20 C 18.12151 12.56948 21.21661
21 C 23.66149 15.15843 16.48656
22 C 25.60360 10.06417 18.61202
23 B 21.88010 9.23550 18.05128
24 H 18.02891 13.17070 20.31214
25 H 22.35260 8.53976 18.72724
26 H 18.67996 8.94689 20.73540
27 H 17.59031 10.47381 14.86419
28 H 21.18715 9.44297 13.86596
29 H 21.90250 14.65966 20.85494
30 H 26.46792 9.80933 19.22530
31 H 22.16193 10.25909 15.10301
32 H 21.22039 11.19943 13.94443
33 H 25.59212 12.04164 19.77511
34 H 23.24014 14.31761 19.69704
35 H 24.63977 15.20908 16.96458
36 H 25.45483 12.83096 15.78994
37 H 25.13304 13.71365 14.20446
38 H 17.34958 9.97130 21.59967
39 H 18.51138 9.74399 13.61942
40 H 24.80523 9.46197 19.04568
41 H 18.75174 11.47621 14.08594
42 H 21.87990 12.48877 21.70358
43 H 21.60242 8.75960 17.12356
44 H 23.65324 15.90705 15.69436
45 H 23.54648 12.67834 21.51147
46 H 18.51484 13.00629 22.13454
47 H 24.87585 12.00209 18.08188
48 H 17.59845 10.03765 19.92888
49 H 22.90510 15.48476 17.20034
50 H 24.60455 12.14333 14.40663
51 H 22.58559 10.00363 17.77468
52 H 21.06949 9.79934 18.48628
53 H 17.12157 12.16524 21.37410

Calculated values
DFT total energy = -7417.15707 Eh
spin multiplicity = 4
Kohn-Sham gap (spin up / spin down) = 4.05 / 6.08 eV
net charge = -1

Here are the Mulliken charges for atoms 1 to 8, given in e: -0.137 -0.070 -0.189 -0.210 0.372 0.433 0.575 -0.668



(2)
A molecular structure, C10H30BN2O8V2 in a non-equilibrium geometry. Source: the Open Molecules 2025 dataset; level of theory: ωB97M-V with the def2-TZVPD basis set.

Geometry (Å):
1 V 3.55747 -1.86778 -1.66071
2 V 0.12603 -2.80946 -0.52313
3 O 4.73661 -3.50120 -2.79197
4 O -2.22490 3.93156 -2.79681
5 O -0.01476 -2.87529 1.02905
6 O 4.65712 -1.55943 -0.51581
7 O 2.10163 -3.70266 -1.18984
8 O 0.77363 -0.76827 3.64248
9 O 3.68951 -0.49639 -2.64289
10 O -1.25832 -2.22661 -1.12436
11 N -0.70086 2.56127 0.16795
12 N -1.72050 -0.26175 4.76476
13 C -3.55137 4.49589 -3.03521
14 C -0.10217 0.10459 2.95157
15 C 2.17468 -0.23549 3.59653
16 C 2.78728 -4.77807 -1.76107
17 C -2.04872 3.74894 -1.43020
18 C -1.54985 -0.14902 3.32368
19 C -1.47092 1.40198 -1.74342
20 C -1.02988 2.70388 -1.26231
21 C -2.55714 0.89170 2.79425
22 C 3.67568 -4.40923 -2.97527
23 B 1.28663 -0.83109 -1.05175
24 H -2.52994 -0.86555 4.78249
25 H 3.35345 -5.32902 -1.01006
26 H 1.49621 0.13713 -1.47939
27 H 0.08118 1.12537 3.28698
28 H 1.13238 -1.46568 -1.91067
29 H 2.03682 -5.51406 -2.04952
30 H 4.19907 -5.25615 -3.41899
31 H 2.51753 0.04844 2.60158
32 H -0.07154 3.01500 -1.67808
33 H 2.26555 0.68249 4.17718
34 H -0.69860 0.63861 -1.64916
35 H 0.13646 0.15897 1.88940
36 H -1.01746 -0.89573 5.11675
37 H -1.91144 4.72436 -0.96347
38 H -1.42723 2.46411 0.86296
39 H -2.67333 0.59208 1.75271
40 H -0.18191 1.69508 0.14541
41 H 0.42915 -0.76055 -0.40061
42 H -4.45210 4.11102 -2.55700
43 H -1.85267 -1.12342 2.94034
44 H 3.17925 -3.95474 -3.83264
45 H -1.74033 1.37488 -2.79925
46 H 2.83034 -0.98285 4.04335
47 H -2.05123 1.85531 2.73423
48 H -3.58437 0.94927 3.15423
49 H -2.98936 3.44053 -0.97395
50 H 2.10989 -1.13708 -0.42496
51 H -3.87878 4.34733 -4.06420
52 H -2.35241 1.00548 -1.23955
53 H -3.69147 5.55130 -2.80159

Calculated values
DFT total energy = -3023.16960 Eh
spin multiplicity = 2
Kohn-Sham gap (spin up / spin down) = 4.92 / 6.57 eV
net charge = -2

Here are the Mulliken charges for atoms 1 to 8, given in e: 0.883 0.768 -0.728 -0.284 -0.825 -0.696 -0.617 -0.397



(3)
A molecular structure, C10H30ClF3INbO12P3 in a non-equilibrium geometry. Source: the Open Molecules 2025 dataset; level of theory: ωB97M-V with the def2-TZVPD basis set.

Geometry (Å):
1 I 3.16943 -3.80125 -0.51857
2 Nb 5.02986 -2.83902 -2.42059
3 Cl 3.92771 -0.69259 -2.68955
4 P -2.13243 -2.47489 -0.05014
5 P -3.14483 3.64041 -1.78188
6 P 3.14315 0.44634 3.18658
7 F 2.34292 -3.53010 -3.85157
8 F 3.81681 -2.99341 -5.33650
9 F 3.81774 -5.01768 -4.47854
10 O 1.76900 0.18137 2.38298
11 O -0.68894 -2.41723 -0.77384
12 O -2.27542 2.50444 -1.02036
13 O -2.73632 3.57854 -3.19891
14 O -2.09139 -3.63928 0.85985
15 O -3.72328 -2.15528 -0.24011
16 O 4.10844 0.94537 2.19155
17 O -1.80904 -1.08540 0.68311
18 O 4.06473 -0.07411 4.42989
19 O -4.49011 2.82496 -1.46650
20 O 2.42680 1.60683 4.04666
21 O -3.84241 5.10804 -1.61540
22 C 3.05255 2.25546 5.14243
23 C -0.63333 -3.11562 -2.05189
24 C -1.02979 2.95508 -0.42859
25 C -4.47571 -3.09981 -1.02012
26 C -5.79064 3.32469 -1.74814
27 C 4.83112 -1.27235 4.18680
28 C -2.74142 -0.35628 1.46691
29 C -2.96143 6.24575 -1.66904
30 C 1.55456 -1.17360 1.88198
31 C 3.67753 -3.69500 -4.16535
32 H -3.50626 0.09112 0.83432
33 H -0.87013 -4.17253 -1.91247
34 H 5.86324 -4.41102 -2.24350
35 H 3.13891 1.58221 5.99390
36 H -4.52774 -4.05701 -0.50081
37 H 2.34563 -1.46420 1.18922
38 H -0.55771 2.09852 0.04245
39 H 4.19142 -2.09057 3.85850
40 H 1.52222 -1.87758 2.71513
41 H -1.33806 -2.66187 -2.75102
42 H 6.33376 -2.40597 -3.56683
43 H -5.87143 3.65423 -2.78415
44 H -3.55076 7.13042 -1.44288
45 H -2.16072 6.16055 -0.93491
46 H -4.03300 -3.24016 -2.00603
47 H 4.03488 2.64031 4.86635
48 H -2.53598 6.34220 -2.66765
49 H -6.49096 2.50837 -1.58509
50 H -1.21219 3.71870 0.32923
51 H 5.30866 -1.55349 5.12214
52 H -6.04691 4.13896 -1.07283
53 H -0.36598 3.35138 -1.19908
54 H -2.19382 0.44558 1.95922
55 H 5.59535 -1.08099 3.43431
56 H -3.19870 -0.98260 2.23399
57 H 2.41721 3.09221 5.42819
58 H 0.60033 -1.19489 1.36557
59 H 0.37124 -3.02897 -2.45283
60 H 6.05179 -2.21513 -1.04404
61 H -5.48016 -2.70220 -1.14151

Calculated values
DFT total energy = -3440.51927 Eh
spin multiplicity = 1
Kohn-Sham gap = 7.27 eV
net charge = -1

Here are the Mulliken charges for atoms 1 to 8, given in e: -0.251 -0.318 -0.417 0.636 0.667 0.728 -0.121 -0.251



(4)
A molecular structure, C10H30CrF2N11O24S2 in a non-equilibrium geometry. Source: the Open Molecules 2025 dataset; level of theory: ωB97M-V with the def2-TZVPD basis set.

Geometry (Å):
1 Cr -1.61102 1.52629 1.52589
2 S 0.08802 1.13454 -1.30077
3 S 0.64935 -0.60623 0.26499
4 F 0.46645 -0.94759 1.82234
5 F -0.62373 2.53582 -1.04423
6 O 2.05573 -0.33267 0.25691
7 O -4.36099 -2.78600 -3.05623
8 O 3.37832 -1.44432 5.40567
9 O -2.83376 -1.28933 -2.94593
10 O 3.20545 -0.49353 -4.80169
11 O 5.18742 -0.36969 0.34571
12 O 0.01258 4.38411 -3.56396
13 O -3.12947 0.73618 0.00803
14 O 0.02141 -4.52675 2.12175
15 O -2.73050 3.50945 0.61804
16 O 5.28403 -0.85469 4.61034
17 O 6.59338 1.16276 -0.31289
18 O -0.76739 0.59637 -2.31048
19 O -0.49151 0.98935 3.56640
20 O 2.12669 -0.86450 -2.97930
21 O 0.89176 2.88503 -4.84016
22 O 1.90682 -3.57483 1.70748
23 O -0.97728 -0.74955 4.76082
24 O 0.21090 -1.77661 -0.41857
25 O -4.53976 -0.71732 -0.62763
26 O 1.44231 1.45950 -1.66699
27 O -3.19157 -2.60972 1.01454
28 O -3.77713 4.54851 -0.90996
29 O -2.44883 -1.03271 2.25255
30 N 0.95186 -4.25912 1.39455
31 N -0.33144 0.22737 4.52986
32 N -3.27009 4.51845 0.17913
33 N 0.95346 3.75165 -3.99022
34 N -2.86555 -2.16843 2.08629
35 N -3.94858 0.29789 -0.81841
36 N -0.31370 0.64010 0.28879
37 N 4.11110 -1.13026 4.48621
38 N -3.28111 -2.38673 -2.67504
39 N 2.20604 -0.78272 -4.19597
40 N 5.49008 0.71113 -0.11117
41 C -3.47012 5.70608 1.05847
42 C 0.79883 0.55911 5.42204
43 C 2.33629 4.03956 -3.50809
44 C 3.53949 -1.06935 3.11944
45 C -2.48347 -3.36282 -1.84814
46 C 4.31821 1.55074 -0.52954
47 C -3.02365 -3.01504 3.30609
48 C -4.29450 1.13065 -1.99484
49 C 0.93281 -0.87492 -4.93247
50 C 1.00409 -4.85250 0.03216
51 H 0.64362 0.14044 -5.19198
52 H 0.73506 -0.00954 6.34048
53 H -2.45679 6.10139 1.13505
54 H -3.80436 2.08986 -1.86820
55 H -3.19624 -3.57630 -1.06007
56 H 0.81283 1.64230 5.49083
57 H -3.87612 5.33413 1.99434
58 H -5.37226 1.24850 -2.05018
59 H 0.19377 -1.38871 -4.32762
60 H -2.04058 -2.92110 3.75848
61 H 4.16226 -1.61833 2.42261
62 H 0.79027 -4.13894 -0.75869
63 H 2.52319 -1.44506 3.18129
64 H 2.68204 4.83349 -4.16810
65 H -3.92685 0.55952 -2.84696
66 H 3.88784 1.06585 -1.40076
67 H -4.13264 6.43750 0.61339
68 H 2.35352 4.38594 -2.48010
69 H 3.47905 -0.02421 2.81932
70 H -1.64230 -2.77836 -1.49049
71 H -2.25344 -4.22128 -2.46791
72 H 1.68475 0.24458 4.86955
73 H 1.10984 -1.46473 -5.82997
74 H 1.96041 -5.31828 -0.18104
75 H 4.59214 2.56101 -0.82542
76 H 2.89595 3.12199 -3.64510
77 H -3.84571 -2.59667 3.87643
78 H -3.21382 -4.01804 2.94097
79 H 0.20568 -5.59293 0.02614
80 H 3.65118 1.62327 0.32190

Calculated values
DFT total energy = -4846.43212 Eh
spin multiplicity = 5
Kohn-Sham gap (spin up / spin down) = 7.02 / 8.23 eV
net charge = +1

Here are the Mulliken charges for atoms 1 to 8, given in e: 1.477 0.433 -0.132 -0.232 -0.361 -0.232 -0.581 -0.573